# 1
Here is a cluster of 2 separate species, C4H11NO in total in a non-equilibrium geometry from the OMol25 dataset. Energies are from wB97M-V/def2-TZVPD.

Its charge is 0. For the energy above the lowest of the compared OMol25 structures with the same formula, charge and spin, the calculation gives 40.5 kcal/mol. Its SMILES is C/C=C/CN.O. The LUMO energy comes out at 0.0329 hartree. The total energy is -7862.797 eV. As for the frontier orbital gap: 9.8 eV.

Last column: natural (NBO) charge in e.
Cartesian coordinates (Å):
O: -2.141 2.175 -0.264  -0.939
N: 1.169 -0.084 -1.896  -0.840
C: -0.625 -1.882 1.636  -0.651
C: 1.011 0.755 -0.674  -0.254
C: -0.459 -0.791 0.584  -0.133
C: 0.693 -0.149 0.468  -0.240
H: 1.391 0.429 -2.739  0.351
H: -1.638 2.261 0.558  0.474
H: 1.903 -0.773 -1.777  0.346
H: -1.273 -0.663 -0.118  0.214
H: -1.628 -2.283 1.578  0.211
H: -0.532 -1.489 2.609  0.216
H: -1.750 2.784 -0.897  0.468
H: 1.513 -0.398 1.133  0.193
H: 0.097 -2.648 1.378  0.219
H: 1.969 1.273 -0.562  0.169
H: 0.299 1.486 -1.017  0.196

=====

# 2
Here is a cluster of 2 separate species, C5H4O2 in total in a non-equilibrium geometry from the OMol25 dataset. Energies are from wB97M-V/def2-TZVPD.

Its charge is 0. For the energy above the lowest of the compared OMol25 structures with the same formula, charge and spin, the calculation gives 112.9 kcal/mol. The LUMO energy comes out at 0.0068 hartree. The total energy is -9339.285 eV. As for the frontier orbital gap: 9.3 eV.

Last column: natural (NBO) charge in e.
Cartesian coordinates (Å):
O: -4.481 1.498 0.057  -0.488
O: -2.122 -2.042 0.488  -0.412
C: -1.093 0.190 0.006  -0.198
C: 0.064 0.889 0.126  -0.386
C: -1.015 -1.283 -0.078  -0.147
C: -2.096 -2.100 -0.793  0.330
C: -3.892 0.513 0.138  0.512
H: -2.158 0.581 -0.192  0.181
H: 0.011 1.918 0.094  0.214
H: 0.831 0.204 0.221  0.199
H: -0.041 -1.762 0.042  0.195

=====

# 3
Here is a structure of composition C15H40AgF3NO15SV in a non-equilibrium geometry from the OMol25 dataset. Energies are from wB97M-V/def2-TZVPD.

The multiplicity is 4. Its charge is -1. For the energy above the lowest of the compared OMol25 structures with the same formula, charge and spin, the calculation gives 0.0 kcal/mol. The LUMO energy (alpha / beta) comes out at 0.0285 / 0.0250 hartree. The total energy is -97080.585 eV. As for the frontier orbital gap (alpha / beta): 4.0 / 4.2 eV.

Last column: Löwdin spin population.
Cartesian coordinates (Å):
Ag: 1.680 0.841 2.084  0.005
V: 1.400 -2.382 -0.415  2.781
S: 1.285 -1.895 -3.808  0.004
F: -1.128 -2.116 -5.134  0.000
F: 0.200 -0.563 -5.862  0.000
F: -0.876 -0.300 -3.987  0.000
O: -1.510 1.046 3.608  0.001
O: 2.451 1.124 -1.896  0.000
O: 0.796 -2.060 -2.421  0.021
O: 3.793 -0.142 1.588  0.003
O: 2.413 -0.999 -3.890  0.002
O: 3.491 -1.381 -0.650  0.029
O: -0.758 0.627 0.919  0.008
O: 4.889 -2.250 -2.036  0.001
O: 3.204 -3.430 -1.189  -0.001
O: 0.347 -4.442 -0.790  0.032
O: 1.088 -0.122 -0.019  0.034
O: -3.527 0.909 0.320  0.000
O: -0.517 -1.491 0.158  0.036
O: 1.588 -3.148 -4.493  0.001
O: -0.564 3.291 0.935  0.000
N: -1.773 -1.874 2.558  0.001
C: -4.405 -1.158 -0.543  0.000
C: -0.253 -1.165 -4.762  0.000
C: -1.723 5.373 0.309  0.000
C: -2.588 2.674 5.060  0.000
C: 1.353 2.772 -3.193  0.000
C: 2.060 2.489 -1.853  0.000
C: 5.058 0.538 1.694  0.000
C: -1.736 -5.199 0.368  0.001
C: 4.058 -2.468 -1.090  0.004
C: 6.113 -0.574 1.572  0.000
C: -0.157 -0.275 0.208  0.023
C: -1.059 -4.590 -0.865  0.003
C: -1.993 2.375 3.684  0.000
C: -1.008 4.118 -0.129  0.000
C: -3.918 0.237 -0.858  0.000
H: -2.567 0.810 0.423  0.000
H: -4.720 0.835 -1.297  0.000
H: 3.726 -0.567 0.681  0.001
H: -4.328 -1.832 -1.404  0.000
H: 5.104 1.274 0.889  0.000
H: -1.206 -6.123 0.604  0.000
H: -2.268 5.874 -0.488  0.000
H: -2.112 -1.191 3.241  0.000
H: -1.130 -2.526 3.015  0.003
H: -2.570 -2.473 2.340  0.000
H: 7.041 0.000 1.459  0.000
H: -2.796 -5.310 0.140  0.000
H: 0.682 -5.280 -1.122  0.001
H: -1.012 5.953 0.901  0.000
H: -0.119 4.440 -0.681  0.000
H: -5.405 -1.183 -0.113  0.000
H: -1.461 -3.602 -1.109  0.001
H: -1.344 0.923 2.654  0.000
H: 1.815 2.271 -4.042  0.000
H: 5.025 0.984 2.688  0.000
H: -2.498 5.127 1.046  0.000
H: 0.279 2.577 -3.222  0.000
H: -1.910 2.568 5.906  0.000
H: -1.278 -1.516 1.713  0.001
H: -3.344 1.903 5.270  0.000
H: 1.461 3.838 -3.443  0.000
H: 3.014 3.024 -1.892  0.000
H: -1.697 -4.577 1.267  0.001
H: -1.148 3.061 3.578  0.000
H: -0.838 2.380 0.761  0.000
H: -1.693 3.494 -0.711  0.000
H: -3.213 3.566 5.102  0.000
H: -2.726 2.619 2.913  0.000
H: 1.956 0.638 -1.207  0.000
H: -3.085 0.124 -1.559  0.000
H: -1.303 -5.170 -1.760  0.000
H: 1.435 2.702 -0.982  0.000
H: 6.169 -1.133 2.504  0.000
H: -3.660 -1.691 0.059  0.000
H: 5.953 -1.199 0.698  0.000

=====

# 4
Here is a cluster of 10 separate species, C24H40Cl12O12 in total in a non-equilibrium geometry from the OMol25 dataset. Energies are from wB97M-V/def2-TZVPD.

Its charge is 0. For the energy above the lowest of the compared OMol25 structures with the same formula, charge and spin, the calculation gives 71.6 kcal/mol. Its SMILES is O=C1OCCO1.O=C1OCCO1.O=C1OCCO1.O=C1OCCO1.ClCCCl.ClCCCl.ClCCCl.ClCCCl.ClCCCl.ClCCCl. The LUMO energy comes out at -0.0078 hartree. The total energy is -200374.642 eV. As for the frontier orbital gap: 10.0 eV.

Last column: Löwdin charge in e.
Cartesian coordinates (Å):
Cl: 1.981 -1.162 -2.240  0.613
Cl: -2.701 -6.249 -4.501  0.582
Cl: 2.904 4.082 0.147  0.596
Cl: -0.515 1.890 -2.387  0.607
Cl: 4.530 6.722 1.919  0.493
Cl: -4.028 3.431 -3.501  0.585
Cl: -2.727 -0.361 -6.542  0.539
Cl: 0.385 0.362 1.630  0.684
Cl: 0.573 -0.293 -6.418  0.534
Cl: 5.017 -0.757 -1.091  0.604
Cl: -1.187 -2.887 -2.394  0.664
Cl: -3.231 3.651 -0.273  0.582
O: 6.352 0.585 2.305  0.105
O: -4.502 -2.319 -2.692  0.129
O: 2.624 2.505 4.648  0.082
O: 4.771 2.744 5.383  0.113
O: -1.549 -1.833 0.928  0.017
O: -4.015 -0.343 -1.785  0.033
O: 3.254 1.180 6.168  0.056
O: -1.548 -3.949 1.440  0.108
O: 0.378 -2.741 1.561  0.061
O: 5.569 -1.171 3.560  0.083
O: -5.983 -1.154 -1.506  0.116
O: 4.192 0.042 2.417  0.052
C: -2.714 -4.769 -3.529  -0.688
C: -1.279 -4.553 -3.048  -0.614
C: 3.514 4.145 1.773  -0.689
C: -2.923 -2.256 0.743  -0.076
C: 4.004 -2.149 -0.826  -0.684
C: -4.873 -1.357 -2.073  -0.637
C: -2.914 4.664 -2.898  -0.647
C: -0.832 -2.858 1.329  -0.606
C: 1.462 1.734 4.996  -0.134
C: -3.093 5.015 -1.395  -0.629
C: 3.304 -0.929 2.978  -0.097
C: -2.749 -3.770 0.750  -0.132
C: 4.851 4.927 1.955  -0.576
C: 5.428 -0.114 2.748  -0.602
C: 2.502 -1.695 -0.636  -0.625
C: 4.344 -1.929 3.427  -0.095
C: -1.714 -1.274 -5.412  -0.688
C: -4.732 0.698 -1.252  -0.201
C: -0.367 -0.547 -4.931  -0.642
C: -0.601 0.821 -0.925  -0.613
C: 3.670 2.153 5.296  -0.541
C: -5.992 0.058 -0.686  -0.036
C: 1.846 0.984 6.154  -0.148
C: 0.280 1.432 0.193  -0.611
H: 5.474 4.762 1.076  0.054
H: -4.900 1.442 -2.031  0.073
H: 5.477 4.640 2.799  0.075
H: 4.430 -2.768 2.736  0.127
H: 2.910 -0.428 3.862  0.110
H: 1.203 1.101 4.147  0.076
H: 1.667 -0.052 5.866  0.132
H: 0.707 2.486 5.226  0.145
H: -3.069 5.552 -3.512  0.072
H: -0.155 2.410 0.402  0.055
H: 4.349 -2.641 0.084  0.052
H: 1.265 1.786 -0.113  0.026
H: 3.556 3.094 2.058  0.051
H: -3.598 -4.324 1.151  0.140
H: -4.265 1.144 -0.374  0.085
H: -3.486 -4.764 -2.759  0.064
H: -0.621 -4.610 -3.915  0.064
H: 0.224 -1.000 -4.135  -0.024
H: -2.688 -4.162 -0.266  0.103
H: -3.003 -3.989 -4.233  0.045
H: -4.025 5.566 -1.273  0.062
H: 2.733 4.633 2.357  0.054
H: -0.518 -0.218 -1.244  0.016
H: -2.279 5.670 -1.085  0.077
H: 2.405 -0.896 0.099  0.027
H: -0.925 -5.387 -2.443  0.079
H: -1.655 -2.295 -5.790  0.058
H: -1.632 0.821 -0.573  0.040
H: -3.320 -1.928 -0.218  0.099
H: 4.147 -2.907 -1.596  0.068
H: -6.877 0.693 -0.664  0.139
H: 1.243 1.328 6.994  0.142
H: -0.648 0.466 -4.644  -0.003
H: -5.875 -0.293 0.339  0.125
H: 4.180 -2.335 4.425  0.135
H: 2.612 -1.365 2.258  0.091
H: 1.959 -2.598 -0.359  0.058
H: -2.428 -1.400 -4.598  0.010
H: -1.879 4.362 -3.058  0.035
H: -3.666 -2.002 1.498  0.134

=====

# 5
Here is a cluster of 4 separate species, C8H12N4 in total in a non-equilibrium geometry from the OMol25 dataset. Energies are from wB97M-V/def2-TZVPD.

Its charge is 0. For the energy above the lowest of the compared OMol25 structures with the same formula, charge and spin, the calculation gives 45.8 kcal/mol. Its SMILES is CC#N.CC#N.CC#N.CC#N. The LUMO energy comes out at 0.0191 hartree. The total energy is -14449.565 eV. As for the frontier orbital gap: 11.7 eV.

Last column: natural (NBO) charge in e.
Cartesian coordinates (Å):
N: 21.439 12.849 4.593  -0.366
N: 20.367 19.426 4.089  -0.338
N: 24.336 14.911 2.386  -0.354
N: 17.655 16.938 3.174  -0.348
C: 19.928 16.127 4.150  -0.732
C: 19.664 20.719 6.216  -0.722
C: 18.644 16.580 3.621  0.299
C: 20.039 20.007 5.021  0.294
C: 23.175 13.527 6.432  -0.718
C: 23.457 14.542 1.747  0.300
C: 22.193 13.169 5.394  0.312
C: 22.294 14.059 0.991  -0.718
H: 20.651 16.424 3.380  0.258
H: 21.496 14.768 1.223  0.254
H: 22.707 13.914 7.333  0.252
H: 23.700 12.597 6.640  0.257
H: 20.199 16.617 5.077  0.251
H: 18.641 21.084 6.172  0.259
H: 20.023 15.043 4.120  0.268
H: 19.756 19.993 7.029  0.253
H: 23.812 14.304 6.014  0.265
H: 22.496 14.202 -0.069  0.253
H: 20.345 21.551 6.386  0.256
H: 22.016 13.048 1.259  0.265

=====

# 6
Here is a cluster of 6 separate species, H11O5S in total in a non-equilibrium geometry from the OMol25 dataset. Energies are from wB97M-V/def2-TZVPD.

Its charge is -1. For the energy above the lowest of the compared OMol25 structures with the same formula, charge and spin, the calculation gives 36.3 kcal/mol. The LUMO energy comes out at 0.1235 hartree. The total energy is -21252.901 eV. As for the frontier orbital gap: 6.9 eV.

Last column: natural (NBO) charge in e.
Cartesian coordinates (Å):
S: 1.371 -0.124 -1.692  -1.024
O: 3.089 0.477 1.691  -0.949
O: -2.243 0.415 0.994  -1.004
O: -0.206 -1.352 0.696  -1.011
O: -1.895 1.302 3.453  -0.968
O: -1.399 -0.505 -3.797  -0.945
H: -1.391 0.602 3.001  0.483
H: -1.437 -0.160 0.948  0.503
H: -1.388 -1.471 -3.898  0.459
H: -0.194 -1.146 -0.267  0.518
H: 3.200 0.221 0.765  0.485
H: -2.748 0.067 0.259  0.463
H: 4.002 0.657 1.999  0.458
H: 0.690 -1.332 1.024  0.489
H: -2.530 1.631 2.815  0.484
H: 1.802 0.338 -0.520  0.071
H: -0.495 -0.234 -3.933  0.486

=====

Question: The lowest energy above the lowest of the compared OMol25 structures with the same formula, charge and spin belongs to which entry?
Answer: C15H40AgF3NO15SV